38
Properties=species:S:1:pos:R:3:mulliken_charge:R:1 method="wB97M-V/def2-TZVPD" total_energy_ha=-975.392859 relative_energy_kj_mol=701.0 homo_lumo_gap_ev=8.57 homo_energy_ev=-9.047 charge=0
C 1.217 2.563 1.164 -0.67
N 1.555 1.906 2.440 -0.37
C 0.412 1.114 2.983 -0.93
C 0.336 -0.175 2.106 0.47
C -0.781 -0.478 1.385 1.23
C -2.087 0.374 1.331 -0.88
O -2.661 0.685 2.601 -0.21
O -2.808 -0.455 3.365 -0.34
C -0.664 -1.783 0.522 -0.21
O -1.560 -2.578 0.397 -0.55
C 0.740 -1.970 -0.159 0.76
C 0.771 -2.467 -1.647 -1.28
C 0.230 -1.243 -2.488 0.53
C -1.140 -1.235 -2.971 -0.28
C -1.613 -0.067 -3.704 -0.54
C -0.719 1.063 -3.919 -0.32
C 0.678 1.060 -3.456 -0.74
C 1.140 -0.121 -2.721 -0.08
C 1.857 -1.659 0.554 -0.50
C 1.578 -1.133 2.005 0.00
O 2.235 -1.460 2.958 -0.56
H 0.815 3.599 1.353 0.29
H 2.128 2.672 0.508 0.27
H 0.451 2.024 0.556 0.13
H 1.872 2.586 3.131 0.27
H 0.671 0.833 4.041 0.38
H -0.496 1.763 2.908 0.36
H -1.865 1.282 0.710 0.24
H -2.860 -0.217 0.757 0.36
H -2.212 -0.296 4.126 0.35
H 1.842 -2.612 -1.926 0.41
H 0.137 -3.379 -1.795 0.35
H -1.769 -2.124 -2.754 0.33
H -2.677 -0.084 -4.043 0.33
H -1.140 1.941 -4.455 0.35
H 1.310 1.955 -3.644 0.36
H 2.198 -0.125 -2.356 0.30
H 2.880 -1.760 0.135 0.38

=====

12
Properties=species:S:1:pos:R:3:mulliken_charge:R:1 method="wB97M-V/def2-TZVPD" total_energy_ha=-397.769176 relative_energy_kj_mol=177.3 homo_lumo_gap_ev=10.96 homo_energy_ev=-10.118 charge=0
N -0.724 1.410 0.101 -0.31
C -0.672 0.468 1.073 0.56
O -1.343 0.499 2.090 -0.61
C 0.339 -0.664 0.820 -0.41
O -0.015 -1.508 -0.351 -0.39
C 0.505 -1.017 -1.502 0.24
O 1.119 0.033 -1.522 -0.58
H -0.105 1.368 -0.696 0.23
H -1.374 2.173 0.204 0.21
H 1.340 -0.246 0.666 0.33
H 0.330 -1.311 1.698 0.26
H 0.599 -1.206 -2.582 0.47

=====

34
Properties=species:S:1:pos:R:3:lowdin_spin:R:1 method="wB97M-V/def2-TZVPD" total_energy_ha=-31479.706072 homo_lumo_gap_ev="1.94 / 6.00" homo_energy_ev="-1.229 / -5.291" multiplicity=2 charge=-1 s_squared=0.77
C -2.525 0.643 -2.123 0.12
C -1.206 0.435 -2.181 0.02
C -0.543 0.420 -3.340 0.07
C -1.126 0.700 -4.537 0.09
C -2.587 0.896 -4.533 0.09
C -3.207 0.936 -3.306 0.01
N -0.301 0.846 -5.729 0.20
O -0.866 1.143 -6.769 0.18
O 0.880 0.634 -5.680 0.17
H -3.142 0.591 -1.238 0.01
H -0.642 0.149 -1.306 0.00
H 0.532 0.357 -3.265 0.01
H -3.076 1.159 -5.459 0.01
H -4.283 1.016 -3.251 0.00
C -2.416 -2.590 3.507 0.00
Br -1.290 -3.804 4.655 0.00
Br -1.327 -1.287 2.493 0.00
Br -3.522 -1.395 4.650 0.00
H -3.047 -3.154 2.820 0.00
C 3.108 -2.922 5.942 0.00
Br 1.598 -1.780 5.510 0.00
Br 4.563 -2.693 4.518 0.00
Br 2.568 -4.847 5.964 0.00
H 3.380 -2.602 6.948 0.00
C 2.162 2.692 -1.685 0.00
Br 2.592 3.243 -3.516 0.00
Br 0.820 3.809 -0.838 0.00
Br 3.750 2.422 -0.487 0.00
H 1.693 1.714 -1.792 0.00
C 1.441 0.517 2.830 0.00
Br 0.938 0.830 0.954 0.00
Br 0.483 1.689 4.031 0.00
Br 3.380 0.755 3.137 0.00
H 1.217 -0.521 3.077 0.00

=====

19
Properties=species:S:1:pos:R:3:mulliken_charge:R:1 method="wB97M-V/def2-TZVPD" total_energy_ha=-688.009238 relative_energy_kj_mol=367.6 homo_lumo_gap_ev=9.39 homo_energy_ev=-8.564 charge=0
C 0.886 0.450 0.497 -0.61
C 0.296 1.740 0.032 -0.32
C -1.070 1.355 -0.657 -0.81
C -1.753 0.428 0.374 -0.29
C -2.114 -0.960 -0.240 -0.75
C -0.469 -0.480 0.701 0.20
H 1.598 -1.041 -1.412 0.13
H 1.389 0.552 1.541 0.29
H 0.917 2.417 -0.674 0.30
H -0.007 1.994 1.111 0.26
H -1.691 2.274 -0.942 0.33
H -0.833 0.674 -1.374 0.41
H -2.511 0.710 1.120 0.36
H -2.632 -0.932 -1.262 0.23
H -2.731 -1.599 0.220 0.43
H -0.610 -2.489 0.074 0.26
H -0.352 -0.866 1.823 0.31
N -0.642 -1.431 -0.247 -0.48
S 2.331 -0.429 -0.171 -0.24

=====

68
Properties=species:S:1:pos:R:3:lowdin_spin:R:1 method="wB97M-V/def2-TZVPD" total_energy_ha=-4511.690285 relative_energy_kj_mol=0.0 homo_lumo_gap_ev="8.04 / 4.27" homo_energy_ev="-19.607 / -20.423" multiplicity=6 charge=+4 s_squared=8.79
Ir -0.002 -0.903 0.548 1.55
P -1.503 -0.819 2.310 0.21
P 1.163 -2.818 0.538 0.16
P -1.860 -0.690 -0.910 0.21
H 0.509 3.264 -0.319 0.01
C -0.549 3.009 -0.320 0.05
C -1.275 2.952 0.811 0.04
H -0.759 2.830 1.765 0.00
C -0.961 0.065 3.806 0.05
C -1.685 -2.544 2.890 0.03
C -3.211 -0.159 2.275 0.04
C 2.523 -2.573 -0.667 0.06
C 2.036 -3.273 2.072 0.03
C 0.259 -4.314 0.002 0.02
C -3.053 0.669 -0.985 0.05
C -3.058 -2.099 -0.670 0.00
C -1.496 -0.825 -2.695 0.07
H -0.820 2.465 -1.227 0.01
H -2.330 2.685 0.834 0.00
H -0.986 1.145 3.626 0.00
H 0.056 -0.221 4.085 0.00
H -1.636 -0.176 4.640 0.01
H -0.719 -3.055 2.900 0.00
H -2.351 -3.100 2.228 0.00
H -2.101 -2.533 3.900 0.01
H -3.164 0.926 2.141 0.00
H -3.680 -0.373 3.244 0.01
H -3.834 -0.588 1.490 0.00
H 3.127 -3.476 -0.783 0.01
H 3.144 -1.736 -0.342 0.00
H 2.074 -2.303 -1.621 0.01
H 2.243 -4.367 2.127 0.00
H 1.424 -2.969 2.944 0.00
H 3.002 -2.726 2.156 0.00
H 0.855 -5.237 0.006 0.01
H -0.175 -4.155 -1.002 0.00
H -0.566 -4.476 0.713 0.00
H -3.834 0.378 -1.712 0.01
H -2.605 1.606 -1.325 0.00
H -3.535 0.860 -0.020 0.00
H -3.792 -2.086 -1.494 0.00
H -3.566 -2.042 0.303 0.00
H -2.578 -3.085 -0.687 0.00
H -2.448 -0.688 -3.234 0.01
H -1.102 -1.820 -2.937 0.00
H -0.777 -0.044 -2.986 0.01
C 1.695 2.950 -3.414 0.29
C 1.116 4.237 -3.259 0.07
C 1.095 5.136 -4.315 0.06
C 1.641 4.793 -5.533 0.22
C 2.255 3.564 -5.712 0.03
C 2.304 2.657 -4.668 0.12
Se 1.564 1.473 -2.264 1.09
H -0.888 -2.151 0.214 0.05
H 0.651 4.450 -2.312 0.00
H 0.605 6.074 -4.192 0.00
H 1.633 5.465 -6.358 0.01
H 2.685 3.247 -6.650 0.00
H 2.755 1.669 -4.780 0.01
N 3.211 0.787 4.424 0.07
N 2.836 0.488 3.121 0.07
N 3.097 1.400 2.142 0.01
C 2.292 0.984 1.189 0.08
N 1.516 -0.059 1.561 0.14
N 1.852 -0.369 2.852 -0.04
H 3.218 -0.077 4.967 0.00
H 4.118 1.232 4.357 0.00
H 2.343 1.469 0.217 0.02